Record 1
This record from the OMol25 dataset describes C24H20N5O7RuS6 as an isolated structure. The level of theory is ωB97M-V/def2-TZVPD.

Calculated values
LUMO energy (alpha / beta) = 4.275 / 4.274 eV
DFT total energy = -114591.773 eV
ΔE to the lowest compared entry with this formula, charge and spin = 0.000 eV
Frontier orbital gap (alpha / beta) = 5.9422 / 6.0214 eV
Expectation value of S² = 0.757
Largest force on an atom = 0.794 eV/Å
HOMO energy (alpha / beta) = -1.7 / -1.7 eV

```
! RIJCOSX wB97M-V def2-TZVPD def2/J DEFGRID3
* xyz -2 2
Ru -0.54117 -1.55511 1.35784
C 2.79024 2.43479 -0.24724
O 1.97757 2.88959 -1.32948
C 0.75313 3.36404 -0.99595
C -0.13021 3.64130 -2.03605
C -1.41103 4.09102 -1.75989
C -1.83898 4.24156 -0.44767
C -0.92788 4.03217 0.58359
C 0.35671 3.59770 0.31913
N -3.19174 4.67695 -0.22042
N -3.89717 4.07982 0.60675
C -3.40280 2.85505 1.15725
C -3.24158 2.77205 2.52326
C -2.47565 1.77259 3.12562
C -1.86899 0.77782 2.34188
O -1.05722 -0.10785 2.77748
C -2.22667 0.75222 0.94478
N -1.75025 -0.31778 0.25277
C -1.94775 -0.38606 -1.04348
C -2.67438 0.60247 -1.73046
C -3.17496 1.67869 -1.05474
C -2.95348 1.78809 0.33676
H 3.64582 1.94181 -0.69816
H 2.25320 1.71817 0.37709
H 3.13125 3.27711 0.36108
H 0.19888 3.47797 -3.05441
H -2.10795 4.29218 -2.56508
H -1.22573 4.17370 1.61216
H 1.02280 3.39885 1.14625
H -3.64103 3.58133 3.12687
H -2.30079 1.76845 4.19300
H -1.53044 -1.24672 -1.54747
H -2.82570 0.49385 -2.79628
H -3.73858 2.44727 -1.57175
S -3.25283 -8.33845 1.07861
C -2.77922 -6.73825 1.04886
S -1.57063 -6.12790 -0.00418
C -1.47287 -4.50374 0.62578
C -2.24762 -4.24249 1.70528
S -2.36406 -2.70343 2.48733
S -3.20244 -5.59968 2.26108
S -0.50456 -3.30346 -0.18408
O 1.94288 -0.41664 3.08312
S 2.14909 -1.78791 2.73206
O 2.80926 -1.76051 1.23686
O 0.89209 -2.56155 2.52837
O 3.11680 -2.51414 3.50304
N 0.93058 -0.74609 0.17284
C 2.13065 -1.06642 0.22832
N 3.08012 -0.80199 -0.79906
C 2.46787 -0.50082 -2.08857
C 2.04163 -1.77512 -2.79829
O 3.14789 -2.66022 -2.96776
C 3.70173 -2.99667 -1.70053
C 4.17752 -1.74774 -0.97474
H 3.20756 0.02751 -2.70112
H 1.60473 0.14196 -1.92614
H 1.66230 -1.56065 -3.79926
H 1.25635 -2.27141 -2.21493
H 4.52821 -3.68327 -1.89436
H 2.94702 -3.50924 -1.08894
H 4.94442 -1.25592 -1.58467
H 4.60804 -2.00086 -0.00994
*
```

---

Record 2
This record from the OMol25 dataset describes an isolated molecule of C24H20O5 in a non-equilibrium geometry. The level of theory is ωB97M-V/def2-TZVPD.

Calculated values
LUMO energy = 0.404 eV
DFT total energy = -35449.820 eV
ΔE to the lowest compared entry with this formula, charge and spin = 0.015 eV
Frontier orbital gap = 8.1229 eV
SMILES = COc1ccc(-c2oc3ccccc3c2C(=O)OCc2ccccc2OC)cc1
Largest force on an atom = 1.221 eV/Å
HOMO energy = -7.7 eV

```
! RIJCOSX wB97M-V def2-TZVPD def2/J DEFGRID3
* xyz 0 1
C 2.91397 -3.03763 6.59384
O 3.16919 -2.00304 5.67493
C 2.18283 -1.63221 4.81816
C 0.91510 -2.20527 4.76091
C -0.00865 -1.74374 3.84561
C 0.29510 -0.70570 2.95990
C -0.72897 -0.27214 2.02720
O -1.98131 -0.72770 2.30076
C -2.80828 -0.29035 1.32568
C -4.17224 -0.50996 1.22674
C -4.81593 0.03851 0.13531
C -4.11734 0.77943 -0.81859
C -2.75988 0.99723 -0.71617
C -2.08605 0.45148 0.37496
C -0.72669 0.46231 0.85271
C 0.36463 1.14359 0.15050
O 1.37053 1.60408 0.64143
O 0.09601 1.23989 -1.15604
C 1.06389 1.93036 -1.95013
C 0.58765 1.90670 -3.37235
C -0.15371 2.95325 -3.89136
C -0.62441 2.91723 -5.19354
C -0.35113 1.81621 -5.98203
C 0.38531 0.75556 -5.48133
C 0.85768 0.78629 -4.17400
O 1.58839 -0.20312 -3.59383
C 1.90058 -1.34718 -4.34942
C 1.56908 -0.13197 3.02905
C 2.49218 -0.59067 3.93925
H 2.09682 -2.77808 7.27461
H 3.83311 -3.15783 7.16519
H 2.67935 -3.97850 6.08561
H 0.63755 -3.01141 5.42197
H -0.98530 -2.20136 3.80869
H -4.69783 -1.08231 1.97415
H -5.87907 -0.10729 0.01768
H -4.65755 1.19167 -1.65800
H -2.22915 1.56582 -1.46194
H 1.16101 2.95639 -1.57737
H 2.03009 1.42546 -1.84761
H -0.36196 3.80858 -3.26524
H -1.19971 3.74130 -5.58627
H -0.71142 1.77395 -6.99926
H 0.58235 -0.09228 -6.11821
H 2.48375 -1.98532 -3.68715
H 0.99808 -1.88204 -4.66209
H 2.50079 -1.09712 -5.23049
H 1.82663 0.67950 2.37035
H 3.47497 -0.15055 3.99724
*
```

---

Record 3
This record from the OMol25 dataset describes C24H21AuClN3 as an isolated structure in a non-equilibrium geometry. The level of theory is ωB97M-V/def2-TZVPD.

Calculated values
LUMO energy = -0.510 eV
DFT total energy = -45912.441 eV
ΔE to the lowest compared entry with this formula, charge and spin = 0.180 eV
Frontier orbital gap = 6.6044 eV
Largest force on an atom = 3.219 eV/Å
HOMO energy = -7.1 eV

```
! RIJCOSX wB97M-V def2-TZVPD def2/J DEFGRID3
* xyz 0 1
Au 0.99695 -0.27477 -0.13693
C -2.65390 1.49034 3.08068
C -3.27870 1.17906 1.74046
C -4.61300 1.63464 1.52671
C -5.19545 1.40597 0.31416
C -4.54589 0.66283 -0.67658
C -3.23095 0.21861 -0.37216
N -2.65858 0.50068 0.77963
C -2.60477 -0.68084 -1.30252
C -3.48720 -1.38601 -2.17492
C -2.95329 -2.30870 -3.07642
C -1.57355 -2.30659 -3.24728
C -0.74797 -1.49193 -2.44030
N -1.27800 -0.81224 -1.33652
C 0.63886 -1.32793 -2.88720
C 0.98995 -1.57208 -4.17876
C 2.33544 -1.66227 -4.55834
C 3.29223 -1.61306 -3.59355
C 2.88938 -1.26173 -2.31568
C 3.94551 -1.13201 -1.22399
N 1.60773 -1.06756 -1.98115
H -2.40098 2.58896 2.98536
H -1.68651 0.97036 3.33375
H -3.34875 1.32204 3.89363
H -5.19993 2.13699 2.30656
H -6.20493 1.67954 0.12665
H -5.00785 0.49242 -1.63748
H -4.57264 -1.39849 -1.95323
H -3.54714 -2.99019 -3.68196
H -1.10494 -2.93907 -3.99454
H 0.27471 -1.77332 -4.93359
H 2.58522 -1.87108 -5.55138
H 4.32521 -1.86371 -3.77271
H 4.94621 -1.19479 -1.67535
H 3.85505 -1.94714 -0.51473
H 3.76870 -0.14707 -0.75902
Cl 4.97058 1.82199 5.66939
C 3.94254 1.60833 4.29903
C 2.92268 2.56631 4.08044
C 1.90708 2.27565 3.19597
C 1.86133 1.06379 2.51181
C 0.75638 0.88217 1.53944
C 2.94848 0.18033 2.67267
C 3.97632 0.47466 3.48389
H 3.04092 3.53776 4.55715
H 1.19968 3.00281 2.84075
H 0.50223 1.83664 1.00735
H -0.15808 0.50791 2.09478
H 2.78472 -0.77826 2.27899
H 4.78890 -0.23995 3.65707
*
```

---

Record 4
This record from the OMol25 dataset describes C24H21Br2F6N5O6S2V as an isolated structure in a non-equilibrium geometry. The level of theory is ωB97M-V/def2-TZVPD.

Calculated values
LUMO energy (alpha / beta) = -2.833 / -3.027 eV
DFT total energy = -248703.543 eV
Frontier orbital gap (alpha / beta) = 8.2607 / 8.0643 eV
Expectation value of S² = 2.044
Largest force on an atom = 4.782 eV/Å
HOMO energy (alpha / beta) = -11.1 / -11.1 eV

```
! RIJCOSX wB97M-V def2-TZVPD def2/J DEFGRID3
* xyz 1 3
V -1.22974 -0.63334 0.21222
C -2.18584 -0.63394 3.12872
O -1.17464 -0.63334 2.13312
C 0.14776 -0.58834 2.54772
C 0.56406 -0.53644 3.87432
C 1.93086 -0.53004 4.16282
Br 2.49486 -0.48354 5.97122
C 2.89726 -0.56184 3.14852
C 2.51426 -0.59404 1.80162
C 1.13976 -0.60554 1.53092
O 0.66736 -0.63334 0.26732
C 3.49196 -0.61494 0.70022
N 3.20326 -0.62274 -0.59278
C 4.40496 -0.63084 -1.25768
C 4.67216 -0.63544 -2.63388
C 6.00786 -0.63934 -3.05738
C 7.05306 -0.64014 -2.13008
C 6.80366 -0.63754 -0.75268
C 5.46316 -0.63244 -0.36158
N 4.86086 -0.62694 0.86992
H -2.01294 -1.39494 3.89612
H -3.13304 -0.88114 2.63882
H -2.28414 0.36156 3.57222
H -0.14634 -0.50404 4.69222
H 3.94426 -0.55724 3.43382
H 1.16596 -0.63334 -0.55078
H 3.85736 -0.63424 -3.34888
H 6.23076 -0.64114 -4.12178
H 8.08176 -0.64244 -2.48558
H 7.61546 -0.63794 -0.03388
H 5.34736 -0.62754 1.75042
F -3.51174 1.79756 2.91882
C -4.32854 1.94326 1.83502
F -4.04964 3.16786 1.30242
F -5.59934 2.02706 2.33392
S -4.15674 0.58546 0.63232
O -2.75444 0.59496 0.21222
O -5.12614 0.87016 -0.42708
N -4.56044 -0.61114 1.58732
S -4.01774 -1.97194 0.97802
O -4.03414 -3.07454 1.94782
O -2.77354 -1.87554 0.21222
C -5.34824 -2.35404 -0.22788
F -6.58254 -1.99844 0.24132
F -5.42844 -3.69634 -0.48468
F -5.19454 -1.75374 -1.43788
C -0.48074 4.56346 -0.90348
C 0.20166 3.76816 0.19622
C -0.25324 2.37276 0.20422
N -0.61164 1.26916 0.21222
H -0.13104 5.60066 -0.89588
H -1.56814 4.56976 -0.77078
H -0.26614 4.13896 -1.89028
H -0.00974 4.23216 1.16592
H 1.28686 3.80306 0.05102
Br 1.64576 -0.10784 -4.76278
C 0.00116 -0.40844 -3.89248
C -1.16054 -0.62074 -4.62648
C -2.35854 -0.83964 -3.94998
C -2.34314 -0.83684 -2.56308
N -1.22974 -0.63334 -1.82468
C -0.07894 -0.42304 -2.50838
H -1.14394 -0.61764 -5.71238
H -3.28294 -1.00854 -4.49118
H -3.25294 -1.00304 -1.99258
H 0.79726 -0.26294 -1.88688
H -0.68814 -2.30004 0.21222
*
```